one | Computed, not measured: C6H15N3 in the gas phase, with ωB97M-V/def2-TZVPD.

Geometry as ORCA input:
```
! RIJCOSX wB97M-V def2-TZVPD def2/J DEFGRID3
* xyz 0 1
N 1.127 -1.940 1.190
N 0.390 0.128 2.124
N -0.488 -0.641 -0.016
C 0.640 -0.602 0.897
C -0.573 1.841 -0.505
C 0.036 0.478 -0.816
C -1.846 -0.688 0.456
C -0.003 0.182 -2.310
C 1.398 0.280 -0.122
H -0.225 -0.422 2.715
H -1.603 1.890 -0.851
H -1.979 -1.616 1.012
H -1.026 0.227 -2.676
H 2.116 -0.276 -0.721
H -2.509 -0.701 -0.409
H 0.998 -2.537 0.383
H 2.114 -1.920 1.427
H 0.595 0.911 -2.852
H 0.388 -0.813 -2.505
H -0.547 2.016 0.568
H 1.262 0.254 2.627
H -0.001 2.620 -1.005
H 1.855 1.175 0.290
H -2.119 0.155 1.103
*
```

Its lowest unoccupied orbital energy is 0.941 eV. Its molecular weight is 129.21 Da. The SMILES is CN1C(C)(C)CC1(N)N.

Which charges does Löwdin predict for the atoms? In e, they are:
1. N 0.087
2. N 0.100
3. N -0.090
4. C -0.613
5. C -0.040
6. C -0.535
7. C -0.080
8. C -0.033
9. C -0.027
10. H 0.077
11. H 0.078
12. H 0.085
13. H 0.076
14. H 0.110
15. H 0.086
16. H 0.072
17. H 0.071
18. H 0.080
19. H 0.077
20. H 0.072
21. H 0.079
22. H 0.083
23. H 0.110
24. H 0.076

two | Computed, not measured: a molecular structure, C6H15N3, with ωB97M-V/def2-TZVPD.

Geometry as ORCA input:
```
! RIJCOSX wB97M-V def2-TZVPD def2/J DEFGRID3
* xyz 0 1
N -0.919 1.491 0.551
N 2.075 1.047 -0.745
N -2.499 -0.559 -0.853
C -2.734 0.281 -1.737
C 2.486 -1.231 0.022
C 1.680 0.037 0.143
C -1.035 -0.516 1.929
C -0.152 -0.581 -0.436
C -0.825 0.118 0.583
H 3.553 -1.019 0.143
H 1.517 1.889 -0.661
H -0.159 -0.158 -1.435
H -2.107 -0.538 2.134
H -0.541 0.047 2.723
H -1.069 1.973 1.423
H 2.102 0.739 -1.712
H 2.178 -1.949 0.781
H -2.042 1.154 -1.972
H -3.676 0.338 -2.313
H -1.030 1.896 -0.368
H -0.674 -1.542 1.960
H -0.137 -1.658 -0.358
H 2.340 -1.690 -0.959
H 1.670 0.428 1.158
*
```

Its lowest unoccupied orbital energy (spin up / spin down) is 0.684 / 0.683 eV. Its molecular weight is 129.21 Da.

Which charges does Löwdin predict for the atoms? In e, they are:
1. N 0.142
2. N 0.021
3. N -0.045
4. C -0.306
5. C -0.104
6. C -0.348
7. C -0.019
8. C -0.084
9. C -0.439
10. H 0.074
11. H 0.068
12. H 0.079
13. H 0.092
14. H 0.085
15. H 0.110
16. H 0.084
17. H 0.073
18. H 0.029
19. H 0.036
20. H 0.079
21. H 0.087
22. H 0.095
23. H 0.076
24. H 0.114

three | Computed, not measured: 2 unconnected molecules or ions with the total composition C6H15N3, with ωB97M-V/def2-TZVPD.

Geometry as ORCA input:
```
! RIJCOSX wB97M-V def2-TZVPD def2/J DEFGRID3
* xyz 0 1
N 2.206 -2.271 -1.632
N -0.777 0.650 -0.479
N 0.002 -1.909 -1.288
C -2.457 1.685 0.891
C 0.639 1.357 -0.454
C -1.330 -0.393 1.676
C 1.242 -1.756 -0.863
C 1.536 0.960 0.696
C -1.539 0.739 0.708
H -0.188 -2.459 -2.120
H 1.113 1.155 -1.416
H 2.027 -2.835 -2.473
H 3.168 -2.150 -1.382
H -1.279 -0.025 2.701
H -2.567 2.513 0.204
H 1.028 1.001 1.655
H 2.405 1.619 0.739
H -0.658 -1.070 -0.972
H -3.014 1.756 1.810
H -1.274 1.097 -1.244
H 0.405 2.429 -0.390
H -0.411 -0.929 1.446
H -2.160 -1.097 1.606
H 1.882 -0.068 0.580
*
```

Its lowest unoccupied orbital energy is 1.096 eV. Its molecular weight is 129.21 Da.

Which charges does Löwdin predict for the atoms? In e, they are:
1. N 0.024
2. N -0.057
3. N 0.013
4. C 0.045
5. C -0.193
6. C -0.056
7. C -0.317
8. C -0.129
9. C -0.444
10. H 0.071
11. H 0.099
12. H 0.086
13. H 0.068
14. H 0.080
15. H 0.054
16. H 0.062
17. H 0.073
18. H 0.091
19. H 0.055
20. H 0.110
21. H 0.102
22. H 0.058
23. H 0.084
24. H 0.019

Pick one: it beats the second-best structure by 47.5 kcal/mol.

one | Computed, not measured: C6H15N3 in the gas phase, with ωB97M-V/def2-TZVPD.

Geometry as ORCA input:
```
! RIJCOSX wB97M-V def2-TZVPD def2/J DEFGRID3
* xyz 0 1
N 0.008 -1.070 0.883
N -1.744 0.695 1.045
N 1.732 0.609 1.151
C -0.021 1.799 -0.995
C 1.066 -0.295 0.235
C -0.007 0.307 -0.724
C -2.111 -1.190 -0.415
C 2.118 -1.176 -0.428
C -1.067 -0.294 0.238
H -0.926 2.060 -1.538
H -0.008 2.384 -0.078
H -1.097 1.182 1.656
H 2.711 -0.591 -1.128
H -2.450 0.255 1.623
H 2.770 -1.595 0.332
H -0.010 -0.232 -1.672
H 1.629 -1.986 -0.961
H 0.034 -1.107 1.895
H -2.786 -0.583 -1.012
H 2.517 1.064 0.700
H -2.682 -1.715 0.347
H -1.621 -1.925 -1.046
H 0.842 2.076 -1.598
H 1.102 1.327 1.490
*
```

Its lowest unoccupied orbital energy is 0.965 eV. Its molecular weight is 129.21 Da. The SMILES is C[C@H]1[C@@](C)(N)N[C@@]1(C)N.

Which charges does Löwdin predict for the atoms? In e, they are:
1. N 0.091
2. N 0.094
3. N 0.093
4. C -0.059
5. C -0.578
6. C -0.225
7. C -0.028
8. C -0.029
9. C -0.571
10. H 0.080
11. H 0.059
12. H 0.068
13. H 0.077
14. H 0.076
15. H 0.077
16. H 0.135
17. H 0.077
18. H 0.113
19. H 0.080
20. H 0.079
21. H 0.075
22. H 0.077
23. H 0.078
24. H 0.059

two | Computed, not measured: C6H15N3 in the gas phase, with ωB97M-V/def2-TZVPD.

Geometry as ORCA input:
```
! RIJCOSX wB97M-V def2-TZVPD def2/J DEFGRID3
* xyz 0 1
N 0.840 0.224 -1.659
N 0.574 -0.683 0.562
N -1.836 0.402 -1.596
C -1.323 0.422 -0.446
C 0.131 -1.988 0.100
C -2.062 0.511 0.857
C 0.205 0.396 -0.357
C 1.992 -0.722 0.872
C 0.641 1.755 0.212
H -1.535 -0.053 1.621
H -2.109 1.554 1.169
H 0.736 -2.375 -0.730
H -3.080 0.140 0.750
H 0.719 1.068 -2.205
H -2.854 0.447 -1.616
H 0.199 -2.688 0.933
H 2.613 -0.800 -0.029
H 0.094 2.551 -0.290
H 0.365 -0.515 -2.167
H -0.908 -1.933 -0.223
H 1.702 1.901 0.031
H 0.442 1.801 1.278
H 2.274 0.171 1.425
H 2.177 -1.588 1.506
*
```

Its lowest unoccupied orbital energy is 0.966 eV. Its molecular weight is 129.21 Da. The SMILES is [H]/N=C(\C)[C@](C)(N)N(C)C.

Which charges does Löwdin predict for the atoms? In e, they are:
1. N 0.089
2. N -0.218
3. N 0.152
4. C -0.403
5. C -0.092
6. C -0.030
7. C -0.574
8. C -0.098
9. C -0.024
10. H 0.078
11. H 0.084
12. H 0.087
13. H 0.079
14. H 0.078
15. H 0.060
16. H 0.087
17. H 0.084
18. H 0.089
19. H 0.067
20. H 0.081
21. H 0.081
22. H 0.085
23. H 0.074
24. H 0.083

Pick one: it beats the second-best structure by 6.6 kcal/mol.

one | Computed, not measured: a gas-phase ion, C5H12N (charge +1), with ωB97M-V/def2-TZVPD.

Geometry as ORCA input:
```
! RIJCOSX wB97M-V def2-TZVPD def2/J DEFGRID3
* xyz 1 1
N 1.809 -1.547 0.575
C -0.810 -0.164 -0.981
C -0.469 1.363 -1.067
C -0.649 -0.543 0.438
C -1.266 2.389 -0.905
C 0.675 -0.688 1.310
H -2.357 2.465 -0.998
H -1.205 0.119 1.042
H 2.633 -1.717 1.118
H 0.517 1.389 -0.767
H 1.205 0.317 1.374
H -1.830 -0.290 -1.130
H 0.621 -1.318 2.221
H -1.126 -1.487 0.491
H -0.153 -0.767 -1.746
H 1.134 -2.211 0.227
H 2.077 -0.755 -0.038
H -0.807 3.445 -1.163
*
```

Its lowest unoccupied orbital energy is -3.862 eV. Its molecular weight is 86.16 Da. The SMILES is C=CCCC[NH3+].

Which charges does Löwdin predict for the atoms? In e, they are:
1. N 0.187
2. C -0.189
3. C -0.190
4. C -0.208
5. C 0.012
6. C -0.066
7. H 0.071
8. H 0.116
9. H 0.155
10. H 0.057
11. H 0.142
12. H 0.092
13. H 0.137
14. H 0.104
15. H 0.154
16. H 0.151
17. H 0.162
18. H 0.113

two | Computed, not measured: 2 unconnected molecules or ions with the total composition C5H12N, with ωB97M-V/def2-TZVPD.

Geometry as ORCA input:
```
! RIJCOSX wB97M-V def2-TZVPD def2/J DEFGRID3
* xyz 1 1
N 3.878 0.329 -0.320
C -2.726 0.719 -0.471
C -0.568 -1.063 -0.022
C -0.806 -0.018 1.041
C -1.388 1.195 0.253
C 0.616 -1.640 -0.360
H 4.255 1.202 -0.278
H 3.564 0.047 -1.295
H -2.658 0.826 -1.566
H -1.590 2.061 0.986
H 1.717 -1.465 0.030
H -3.688 1.127 -0.086
H 4.460 -0.282 0.069
H -0.579 1.736 -0.373
H -1.580 -0.225 1.816
H -2.640 -0.345 -0.168
H 0.100 0.305 1.513
H 0.726 -2.445 -1.061
*
```

Its lowest unoccupied orbital energy is -8.381 eV. Its molecular weight is 86.16 Da.

Which charges does Löwdin predict for the atoms? In e, they are:
1. N 0.060
2. C -0.048
3. C 0.214
4. C -0.171
5. C -0.245
6. C 0.134
7. H -0.022
8. H 0.065
9. H 0.089
10. H 0.136
11. H 0.164
12. H 0.101
13. H -0.048
14. H 0.137
15. H 0.151
16. H 0.055
17. H 0.142
18. H 0.086

Pick one: it beats the second-best structure by 76.1 kcal/mol.

one | Computed, not measured: a gas-phase ion, C5H12N (charge +1), with ωB97M-V/def2-TZVPD.

Geometry as ORCA input:
```
! RIJCOSX wB97M-V def2-TZVPD def2/J DEFGRID3
* xyz 1 1
N -0.806 0.648 2.259
C 0.420 -0.917 0.776
C -0.377 -0.435 -1.731
C 0.438 0.343 1.430
C 0.617 -0.981 -0.703
C -0.040 1.048 -2.111
H 1.280 0.998 1.687
H 0.665 -2.139 -0.883
H -1.597 0.857 1.571
H 1.672 -0.551 -0.813
H -0.800 1.618 -2.596
H -1.125 -0.110 2.905
H -0.623 1.429 2.918
H 0.118 1.655 -1.150
H 0.827 1.050 -2.687
H 0.198 -1.926 1.343
H -1.379 -0.732 -1.546
H 0.053 -1.030 -2.523
*
```

Its lowest unoccupied orbital energy is -4.860 eV. Its molecular weight is 86.16 Da. The SMILES is CCC/C=C/[NH3+].

Which charges does Löwdin predict for the atoms? In e, they are:
1. N 0.149
2. C -0.060
3. C -0.213
4. C -0.076
5. C -0.250
6. C -0.073
7. H 0.128
8. H 0.144
9. H 0.196
10. H 0.157
11. H 0.060
12. H 0.176
13. H 0.169
14. H 0.083
15. H 0.052
16. H 0.157
17. H 0.099
18. H 0.102

two | Computed, not measured: a gas-phase ion, C5H12N (charge +1), with ωB97M-V/def2-TZVPD.

Geometry as ORCA input:
```
! RIJCOSX wB97M-V def2-TZVPD def2/J DEFGRID3
* xyz 1 1
N 1.067 0.811 1.804
C 1.309 1.347 0.424
C -2.377 -1.219 -1.034
C 1.308 0.070 -0.526
C -1.146 -0.469 -0.629
C 0.091 -0.818 -0.266
H 2.239 -0.499 -0.609
H 0.226 -1.845 0.067
H -2.858 -0.652 -1.821
H -2.170 -2.228 -1.392
H 1.875 0.264 2.102
H -1.258 0.599 -0.878
H 2.117 2.017 0.161
H 0.336 1.729 0.106
H 0.213 0.234 1.723
H 1.127 0.483 -1.518
H 0.992 1.546 2.508
H -3.091 -1.369 -0.224
*
```

Its lowest unoccupied orbital energy is -3.554 eV. Its molecular weight is 86.16 Da. The SMILES is C/C=C/CC[NH3+].

Which charges does Löwdin predict for the atoms? In e, they are:
1. N 0.186
2. C -0.113
3. C -0.070
4. C -0.159
5. C -0.152
6. C -0.155
7. H 0.118
8. H 0.113
9. H 0.081
10. H 0.086
11. H 0.176
12. H 0.111
13. H 0.135
14. H 0.114
15. H 0.153
16. H 0.116
17. H 0.174
18. H 0.085

Pick two: it beats the second-best structure by 59.0 kcal/mol.